No. 1
{"formula": "C49H36F15GeN7O6S3SiTi", "method": "ωB97M-V/def2-TZVPD", "e_above_lowest_kcal_mol": 25.16, "homo_ev": [-1.53, -3.37], "total_charge": -2, "fmax_ev_per_a": 2.346, "s_squared": 2.0061, "multiplicity": 3, "e_tot_ha": -8632.16083, "orbital_gap_ev": [5.25, 7.09], "lumo_energy_ev": [3.7, 3.7], "symbols": ["Ti", "N", "C", "C", "C", "C", "N", "C", "N", "N", "C", "O", "O", "H", "H", "H", "H", "H", "H", "H", "H", "H", "H", "H", "H", "H", "H", "C", "C", "C", "C", "C", "C", "C", "S", "O", "O", "N", "C", "C", "C", "C", "C", "N", "H", "H", "H", "H", "H", "H", "H", "H", "H", "H", "H", "S", "C", "N", "O", "O", "C", "C", "C", "C", "C", "C", "Si", "C", "C", "C", "C", "C", "C", "H", "H", "H", "H", "H", "H", "H", "H", "H", "H", "H", "F", "C", "C", "C", "F", "C", "F", "C", "F", "C", "F", "Ge", "S", "C", "C", "F", "C", "F", "C", "F", "C", "F", "C", "F", "C", "C", "F", "C", "F", "C", "F", "C", "F", "C", "F"], "coordinates": [[-17.30, -11.67, 14.10], [-17.51, -10.72, 16.19], [-16.80, -11.56, 17.16], [-17.44, -11.45, 18.53], [-16.53, -12.03, 19.68], [-16.76, -13.44, 20.22], [-18.00, -13.68, 20.96], [-19.18, -13.57, 20.20], [-19.29, -14.64, 19.28], [-20.23, -13.17, 21.04], [-16.66, -12.99, 16.61], [-16.43, -13.92, 17.39], [-16.77, -13.06, 15.36], [-17.13, -9.79, 16.14], [-18.49, -10.67, 16.43], [-15.75, -11.27, 17.13], [-18.38, -11.98, 18.58], [-17.60, -10.36, 18.64], [-16.52, -11.35, 20.54], [-15.53, -12.10, 19.30], [-15.94, -13.64, 20.91], [-16.67, -14.18, 19.43], [-18.03, -13.02, 21.72], [-18.51, -14.68, 18.67], [-20.11, -14.64, 18.66], [-21.13, -13.14, 20.58], [-20.18, -13.81, 21.81], [-10.46, -10.40, 9.66], [-11.97, -10.41, 9.87], [-12.55, -9.77, 10.97], [-13.94, -9.79, 11.14], [-14.75, -10.47, 10.22], [-14.17, -11.11, 9.16], [-12.79, -11.07, 8.96], [-16.46, -10.52, 10.53], [-17.05, -10.87, 9.26], [-16.85, -9.23, 11.08], [-16.70, -11.55, 11.73], [-16.63, -12.91, 11.69], [-16.36, -13.75, 10.58], [-16.29, -15.11, 10.77], [-16.64, -15.61, 12.03], [-16.98, -14.73, 13.07], [-16.92, -13.41, 12.86], [-9.97, -10.54, 10.65], [-10.15, -9.45, 9.23], [-10.17, -11.20, 9.00], [-11.94, -9.24, 11.68], [-14.36, -9.36, 12.03], [-14.81, -11.62, 8.43], [-12.32, -11.68, 8.18], [-16.20, -13.28, 9.61], [-16.00, -15.76, 9.95], [-16.56, -16.66, 12.22], [-17.18, -15.10, 14.07], [-21.00, -13.97, 16.10], [-19.95, -13.21, 15.08], [-19.18, -12.71, 14.37], [-15.55, -10.80, 14.40], [-14.36, -11.14, 13.66], [-11.66, -11.95, 18.51], [-11.61, -10.93, 17.57], [-12.35, -11.06, 16.41], [-13.12, -12.22, 16.11], [-13.13, -13.21, 17.08], [-12.49, -13.05, 18.27], [-13.70, -12.48, 14.36], [-12.21, -12.83, 13.22], [-12.53, -13.57, 12.08], [-11.55, -14.27, 11.34], [-10.21, -14.21, 11.72], [-9.90, -13.37, 12.76], [-10.86, -12.70, 13.53], [-11.05, -11.83, 19.38], [-11.00, -10.05, 17.72], [-12.32, -10.28, 15.67], [-13.71, -14.11, 16.85], [-12.56, -13.77, 19.06], [-14.47, -13.70, 14.38], [-13.58, -13.67, 11.78], [-11.84, -14.90, 10.53], [-9.46, -14.83, 11.21], [-8.90, -13.24, 13.11], [-10.49, -12.17, 14.43], [-20.45, -6.60, 14.58], [-21.56, -7.16, 14.09], [-21.48, -8.00, 13.03], [-22.67, -8.58, 12.64], [-22.70, -9.43, 11.61], [-23.90, -8.38, 13.24], [-25.02, -8.91, 12.82], [-23.92, -7.46, 14.31], [-25.07, -7.25, 14.97], [-22.76, -6.84, 14.71], [-22.83, -6.05, 15.78], [-19.65, -8.55, 12.37], [-18.75, -9.61, 13.89], [-18.76, -6.73, 12.21], [-19.49, -5.66, 11.70], [-20.63, -5.93, 11.07], [-19.12, -4.34, 11.70], [-19.92, -3.43, 11.15], [-17.95, -4.03, 12.35], [-17.50, -2.78, 12.37], [-17.16, -5.03, 12.87], [-16.06, -4.65, 13.51], [-17.58, -6.35, 12.84], [-16.77, -7.22, 13.41], [-19.92, -9.48, 10.67], [-20.51, -10.70, 10.52], [-20.88, -11.39, 11.58], [-20.66, -11.31, 9.28], [-21.31, -12.50, 9.25], [-20.31, -10.66, 8.14], [-20.43, -11.26, 6.93], [-19.65, -9.43, 8.27], [-19.30, -8.74, 7.14], [-19.45, -8.90, 9.50], [-18.75, -7.76, 9.59]], "lowdin_spin": [0.9084, 0.0004, 0.0025, 0.0189, 0.0026, 0.0175, 0.1034, 0.5176, 0.1575, 0.0884, 0.0003, 0.0002, -0.0036, 0.0004, 0.0015, 0.0004, 0.0152, 0.0003, 0.0001, 0.0002, 0.0010, 0.0018, 0.0069, 0.0099, 0.0087, 0.0039, 0.0386, 0.0000, 0.0001, 0.0001, 0.0001, 0.0000, 0.0001, 0.0001, 0.0003, -0.0001, 0.0001, 0.0044, 0.0127, -0.0015, 0.0104, -0.0008, 0.0090, 0.0022, 0.0000, 0.0000, 0.0000, 0.0000, 0.0001, 0.0000, 0.0000, -0.0004, 0.0008, -0.0003, 0.0004, 0.0120, 0.0110, 0.0030, -0.0032, 0.0251, 0.0000, 0.0000, 0.0001, 0.0001, 0.0001, 0.0000, 0.0015, 0.0006, 0.0003, 0.0000, 0.0003, 0.0000, 0.0003, 0.0000, 0.0000, 0.0000, 0.0000, 0.0000, 0.0002, 0.0000, 0.0000, 0.0000, 0.0000, 0.0000, -0.0001, -0.0001, -0.0003, -0.0001, 0.0000, 0.0000, 0.0000, -0.0001, 0.0000, 0.0000, 0.0000, 0.0021, 0.0038, 0.0014, 0.0003, 0.0001, 0.0001, 0.0000, 0.0000, 0.0000, 0.0000, 0.0000, 0.0001, 0.0000, 0.0002, 0.0001, 0.0002, 0.0000, 0.0000, 0.0000, 0.0000, 0.0000, 0.0000, 0.0000, 0.0000]}

No. 2
{"formula": "C49H38ClN9NaO5S", "method": "ωB97M-V/def2-TZVPD", "e_above_lowest_kcal_mol": 108.94, "homo_ev": -4.12, "total_charge": -1, "fmax_ev_per_a": 1.947, "multiplicity": 1, "e_tot_ha": -3779.80200, "orbital_gap_ev": 6.04, "lumo_energy_ev": 1.9, "symbols": ["Na", "Cl", "C", "C", "C", "C", "O", "C", "C", "N", "C", "C", "C", "C", "C", "C", "C", "C", "N", "C", "C", "H", "H", "H", "H", "H", "H", "H", "H", "H", "H", "C", "O", "C", "N", "C", "C", "C", "C", "C", "C", "C", "C", "C", "C", "C", "C", "N", "C", "N", "C", "C", "O", "C", "C", "C", "C", "C", "C", "H", "H", "H", "H", "H", "H", "H", "H", "H", "H", "H", "H", "H", "H", "H", "H", "H", "H", "H", "N", "C", "C", "C", "C", "C", "C", "S", "O", "O", "N", "C", "N", "C", "C", "C", "N", "H", "H", "H", "H", "H", "H", "H", "H", "H"], "coordinates": [[0.78, -0.36, -1.13], [-5.01, -3.59, -4.35], [-3.56, -3.13, -3.47], [-3.00, -4.01, -2.54], [-1.87, -3.65, -1.85], [-1.23, -2.38, -2.01], [-0.16, -2.09, -1.37], [-1.84, -1.51, -2.98], [-1.23, -0.19, -3.33], [-0.84, 0.64, -2.42], [-0.58, 2.02, -2.62], [-0.93, 2.77, -3.77], [-0.88, 4.15, -3.77], [-0.52, 4.86, -2.63], [-0.15, 4.16, -1.49], [0.15, 4.88, -0.24], [0.38, 4.26, 0.91], [0.32, 2.76, 0.98], [0.31, 2.08, -0.33], [-0.12, 2.76, -1.51], [-2.96, -1.91, -3.70], [-3.47, -4.98, -2.38], [-1.40, -4.34, -1.14], [-0.23, 0.13, -4.91], [-1.29, 2.25, -4.64], [-1.15, 4.68, -4.67], [-0.53, 5.94, -2.62], [0.16, 5.97, -0.29], [0.59, 4.80, 1.83], [-0.50, 2.45, 1.63], [-3.38, -1.25, -4.45], [3.70, 2.55, 0.49], [2.82, 2.58, 1.65], [1.65, 1.94, 1.25], [1.73, 1.66, -0.23], [2.73, 2.72, -0.65], [3.27, 2.70, -2.05], [3.31, 3.89, -2.77], [3.78, 3.91, -4.07], [4.20, 2.73, -4.67], [4.18, 1.55, -3.96], [3.73, 1.53, -2.64], [1.40, 0.71, 2.13], [2.32, 0.32, 3.09], [2.02, -0.77, 3.89], [0.82, -1.44, 3.71], [-0.02, -1.00, 2.71], [0.26, 0.05, 1.94], [-1.32, -1.67, 2.43], [-1.96, -1.58, 1.34], [-3.12, -2.46, 1.46], [-3.15, -2.82, 2.96], [-1.84, -2.44, 3.43], [-4.38, -1.85, 0.91], [-4.36, -0.60, 0.29], [-5.52, -0.08, -0.27], [-6.71, -0.80, -0.22], [-6.73, -2.05, 0.39], [-5.57, -2.57, 0.95], [4.22, 1.59, 0.43], [4.42, 3.37, 0.58], [2.29, 3.70, -0.49], [2.95, 4.81, -2.31], [3.80, 4.85, -4.62], [4.53, 2.74, -5.71], [4.47, 0.61, -4.42], [3.70, 0.60, -2.09], [3.25, 0.87, 3.21], [2.72, -1.09, 4.66], [0.54, -2.28, 4.33], [-2.90, -3.35, 0.87], [-3.29, -3.88, 3.15], [-3.90, -2.25, 3.51], [-3.42, -0.07, 0.22], [-5.49, 0.89, -0.76], [-7.61, -0.40, -0.67], [-7.65, -2.63, 0.40], [-5.59, -3.56, 1.40], [1.62, -6.38, -7.18], [1.62, -5.25, -6.35], [1.08, -5.32, -5.06], [1.02, -4.19, -4.26], [1.53, -2.98, -4.72], [2.04, -2.90, -6.01], [2.09, -4.03, -6.81], [1.25, -1.47, -3.76], [-1.21, 0.05, -4.66], [1.51, -0.39, -4.79], [2.39, -1.25, -2.65], [2.69, -2.07, -1.62], [3.05, -1.44, -0.46], [3.46, -2.21, 0.54], [3.53, -3.59, 0.48], [3.11, -4.14, -0.73], [2.70, -3.42, -1.75], [1.60, -7.25, -6.69], [2.31, -6.36, -7.91], [0.68, -6.26, -4.69], [0.60, -4.24, -3.27], [2.39, -1.94, -6.37], [2.50, -3.96, -7.82], [3.73, -1.69, 1.46], [3.88, -4.20, 1.31], [3.09, -5.22, -0.87]], "lowdin_charge": [0.2067, 0.5745, -0.6809, -0.1318, -0.0425, -0.4053, -0.1622, -0.0884, -0.3790, 0.1563, -0.1271, 0.0026, -0.0787, -0.0573, -0.1717, -0.0419, -0.0319, -0.1323, 0.0257, -0.0965, -0.0654, 0.0935, 0.1075, 0.0922, 0.1017, 0.0992, 0.1048, 0.1092, 0.1135, 0.1410, 0.1123, -0.0740, -0.0487, -0.3084, 0.0884, -0.2089, -0.1638, -0.0433, -0.0929, -0.0911, -0.0679, -0.0230, -0.1575, -0.0003, -0.0530, 0.0019, -0.1594, 0.2149, -0.2985, 0.2025, -0.2459, -0.0824, -0.0111, -0.1800, -0.0171, -0.0762, -0.1013, -0.0946, -0.0464, 0.1349, 0.1350, 0.1182, 0.1098, 0.0936, 0.0961, 0.1065, 0.0821, 0.1169, 0.1082, 0.1161, 0.1434, 0.1212, 0.1260, 0.1111, 0.1020, 0.0949, 0.0960, 0.1130, 0.0752, -0.3345, -0.0370, -0.0728, -0.3182, -0.0756, -0.0474, 0.9570, 0.0130, -0.4881, -0.1846, -0.4921, 0.1151, -0.1615, -0.0879, -0.1522, 0.1352, 0.0728, 0.0725, 0.1058, 0.0946, 0.1024, 0.1011, 0.0912, 0.0801, 0.1009]}